Below is a structure of composition C39H29CoIN3O6PS2, with properties calculated with ωB97M-V with the def2-TZVPD basis set.

Last column: Mulliken charge in e.
Positions of all 82 atoms, in Å:
H (-3.602198, 6.694159, 0.611707)  0.398
C (0.404502, 4.585559, 0.132807)  -0.156
H (2.119902, 5.836959, 0.134707)  0.407
C (0.336402, -2.769341, 1.168607)  0.307
C (-1.030098, 6.943359, 0.403807)  -0.762
H (1.635302, -5.015041, -3.943693)  0.424
H (-4.865498, -0.180741, -2.707093)  0.426
C (4.608702, -0.849341, 0.891807)  0.344
H (-3.729598, 2.457259, 0.525107)  0.118
O (1.795202, 0.121359, -1.641093)  -0.275
C (-2.699098, 1.470459, 4.153107)  -0.681
C (-3.834598, 4.576659, 0.557607)  -1.462
C (-2.307598, 1.017559, 1.818007)  0.875
H (-3.295398, -0.395241, -4.595393)  0.410
C (-3.151298, 3.366459, 0.468707)  -0.117
C (1.044302, 5.800559, 0.208407)  -0.575
C (0.330802, 6.993759, 0.350807)  -0.839
C (-2.960998, 0.025859, -3.659393)  -0.733
C (2.120202, -3.081941, -3.181793)  -0.837
C (-2.042798, 1.755559, 2.971207)  -0.859
P (-1.278198, 1.474359, 0.373707)  0.676
H (-2.108298, -6.395441, 0.183707)  0.462
C (-1.713698, 5.710759, 0.391407)  1.086
C (7.326402, -0.774541, 0.335907)  -0.349
H (-0.935298, -6.078941, 2.168407)  0.480
S (0.637502, -4.397741, 1.747707)  -0.094
O (-2.079298, -4.553141, -0.591293)  -0.495
C (0.147202, -4.347741, -2.579493)  -0.740
C (1.620102, -2.006641, -2.443893)  -1.131
C (6.609302, 0.412559, 0.417707)  -0.821
O (-1.168398, -0.941141, 0.274407)  -0.847
C (-1.779098, 3.274859, 0.342907)  1.153
H (-4.107398, 0.653759, -0.550893)  0.345
C (-0.304498, -3.303641, -1.737793)  0.455
C (-3.115998, 5.734559, 0.522707)  -0.831
O (3.516502, -0.746841, -2.626193)  -0.672
C (-3.202498, -0.043641, 1.893607)  -0.046
C (1.320002, -4.212141, -3.295393)  -0.792
H (-0.438198, -5.253641, -2.660993)  0.660
H (-4.139298, 0.216159, 5.125807)  0.402
H (4.667402, 1.270859, 0.730407)  0.469
C (-1.022498, -5.167541, 1.574907)  -0.746
H (-0.040398, -1.204941, -1.391693)  0.854
H (-2.500598, 2.067559, 5.031307)  0.421
H (-1.618298, 7.846759, 0.464107)  0.363
O (4.791502, -3.249641, 1.077407)  -0.715
C (5.260402, 0.368459, 0.686507)  -0.550
C (-1.359698, -3.399941, -0.810693)  -0.785
H (0.857302, 7.934259, 0.396907)  0.400
C (-3.837798, 0.131159, -2.593793)  -0.987
C (3.153902, -0.828541, 1.059507)  0.920
H (-4.907998, 4.578259, 0.673207)  0.427
H (-0.188698, 1.244659, -2.178893)  0.245
H (-1.764998, -4.511241, 2.029607)  0.339
C (6.706402, -1.985341, 0.559907)  -0.646
H (3.819802, -3.128941, 1.196707)  0.604
C (-3.405698, 0.612859, -1.369693)  -0.224
C (-3.610198, 0.427259, 4.209207)  -0.666
C (-1.218498, 0.934659, -2.292793)  -0.245
I (1.730102, 2.949759, -0.311093)  0.238
N (2.361202, -0.812241, -2.243793)  0.920
N (1.181002, -1.848041, 0.962207)  0.388
N (2.510402, -1.992641, 1.107307)  -1.087
C (-2.083898, 1.004059, -1.202493)  1.717
O (2.540202, 0.279659, 1.122107)  -0.666
H (7.104402, 1.359359, 0.267007)  0.410
H (-0.495098, -5.887441, -0.387393)  0.296
H (3.077402, -3.012541, -3.671393)  0.588
H (-0.954398, 0.349959, -4.330293)  0.484
C (-1.003898, 4.466559, 0.276007)  0.338
C (5.343102, -2.047741, 0.850007)  0.262
H (-1.337898, 2.578859, 2.923607)  0.373
H (8.377202, -0.754341, 0.089607)  0.385
S (-1.370098, -2.380841, 0.646907)  -0.179
H (-4.541098, -1.167041, 3.122407)  0.466
C (-1.400298, -5.563141, 0.145607)  -0.387
H (7.256602, -2.912041, 0.515207)  0.427
H (-3.400898, -0.647041, 1.023807)  0.315
C (0.391102, -2.086941, -1.823093)  1.741
C (-1.648298, 0.436359, -3.507693)  -0.593
Co (0.743902, 0.311959, 0.331407)  -0.053
C (-3.845098, -0.340741, 3.081907)  -1.174

Atomic forces in eV per Å
H -0.1 0.1 0.0
C 0.7 -0.3 -0.1
H 0.1 0.0 0.0
C 0.6 -0.2 0.1
C 0.3 0.1 0.0
H 0.1 -0.1 0.0
H -0.1 0.0 0.0
C 0.2 -0.1 0.1
H -0.1 0.0 0.0
O 0.5 -0.7 -1.0
C 0.0 0.0 0.1
C 0.0 0.3 0.0
C 0.1 -0.1 0.1
H -0.1 0.0 -0.1
C 0.3 0.1 -0.1
C 0.1 -0.7 -0.1
C -0.4 0.1 0.0
C 0.0 -0.1 -0.1
C -0.1 0.4 0.2
C -0.1 0.0 -0.1
P 0.2 0.1 -0.4
H 0.1 0.1 -0.1
C 0.1 -0.2 0.0
C -0.1 -0.1 0.1
H 0.0 0.1 0.0
S 0.1 -0.1 0.0
O 0.3 0.8 -0.6
C -0.4 0.1 0.3
C -0.8 -1.4 -0.1
C 0.0 0.2 0.0
O -0.7 -1.3 -0.2
C -0.3 -0.3 0.1
H -0.1 0.0 0.1
C 0.4 0.0 -1.2
C -0.2 -0.2 0.0
O -0.3 -0.2 0.0
C 0.0 0.1 -0.1
C 0.1 -0.1 -0.1
H 0.0 -0.1 0.0
H 0.0 0.0 0.1
H 0.0 0.0 0.0
C 0.4 0.2 -0.2
H 0.1 0.0 0.2
H 0.0 0.0 0.1
H 0.0 0.1 0.1
O 0.3 -0.2 -0.1
C 0.0 -0.1 0.0
C -0.3 -0.9 0.7
H 0.1 0.1 0.0
C -0.2 -0.1 0.0
C -0.8 1.0 0.2
H -0.1 0.1 0.0
H 0.0 0.0 0.0
H -0.1 -0.3 0.1
C 0.0 -0.2 0.0
H -0.1 0.1 -0.1
C 0.0 0.0 -0.1
C 0.0 0.0 0.1
C -0.1 0.1 0.1
I -0.5 0.4 0.3
N 0.6 1.7 0.4
N -1.3 0.1 0.2
N 0.2 -1.3 0.0
C -0.2 0.0 0.0
O 0.8 -0.7 -0.3
H 0.0 0.1 -0.1
H -0.2 0.1 0.1
H 0.1 0.0 0.0
H 0.1 0.0 -0.1
C -0.2 0.2 0.0
C -0.1 0.3 0.0
H 0.0 0.0 0.1
H 0.1 0.0 0.0
S 0.4 0.9 0.3
H -0.1 0.0 0.0
C 0.2 -0.6 0.3
H 0.1 -0.1 0.0
H -0.1 0.0 -0.1
C 0.1 0.2 0.0
C 0.0 0.0 -0.1
Co 0.2 2.3 1.0
C -0.1 0.1 0.1

Output
Frontier orbital gap (alpha / beta) in eV: 5.4 / 4.5
Multiplicity: 2
F_max in Eh/bohr: 0.0484
E_tot in Ha: -4937.1840